This record from the OMol25 dataset describes a cluster of 5 separate species, C31H33BClFNO2 in total. The level of theory is ωB97M-V with the def2-TZVPD basis set.

Structure (ORCA input):
```
! RIJCOSX wB97M-V def2-TZVPD def2/J DEFGRID3
* xyz 1 1
C -0.382 -1.617 4.463
C -0.816 -0.440 5.322
O -0.704 0.788 4.568
B -1.629 1.130 3.672
O -2.965 0.812 3.737
C -1.078 2.062 2.493
C 0.006 2.899 2.628
C 0.462 3.652 1.551
C -0.171 3.533 0.323
F 0.254 4.201 -0.739
C -1.266 2.704 0.196
Cl -2.092 2.471 -1.248
N -1.671 2.020 1.279
H -0.566 -1.430 3.405
H 0.673 -1.848 4.592
H -0.952 -2.505 4.737
H -0.159 -0.330 6.181
H -1.833 -0.559 5.692
H -3.307 0.100 3.188
H 0.511 2.951 3.583
H 1.312 4.315 1.647
H -2.487 1.428 1.163
C -2.909 7.285 0.558
C -1.851 6.782 -0.187
C -0.944 7.643 -0.788
C -1.092 9.014 -0.636
C -2.148 9.519 0.111
C -3.057 8.656 0.705
H -3.619 6.612 1.021
H -1.741 5.712 -0.310
H -0.124 7.248 -1.375
H -0.387 9.689 -1.102
H -2.263 10.589 0.228
H -3.882 9.053 1.282
C -0.138 -3.189 -1.537
C -0.405 -1.940 -0.996
C -0.658 -0.858 -1.830
C -0.649 -1.022 -3.208
C -0.379 -2.271 -3.749
C -0.124 -3.352 -2.916
H 0.060 -4.032 -0.888
H -0.416 -1.810 0.080
H -0.868 0.113 -1.400
H -0.845 -0.180 -3.860
H -0.367 -2.400 -4.823
H 0.093 -4.323 -3.341
C 2.770 -3.101 -5.301
C 3.781 -3.550 -6.139
C 5.071 -3.059 -5.995
C 5.351 -2.124 -5.008
C 4.340 -1.678 -4.170
C 3.047 -2.163 -4.316
H 1.766 -3.487 -5.418
H 3.564 -4.282 -6.906
H 5.859 -3.407 -6.651
H 6.358 -1.744 -4.893
H 4.560 -0.950 -3.399
H 2.261 -1.811 -3.661
C -1.353 -6.059 2.770
C -1.205 -4.812 2.180
C 0.052 -4.379 1.779
C 1.161 -5.193 1.962
C 1.012 -6.441 2.552
C -0.244 -6.872 2.958
H -2.332 -6.400 3.082
H -2.072 -4.181 2.027
H 0.169 -3.405 1.319
H 2.139 -4.857 1.645
H 1.874 -7.078 2.694
H -0.358 -7.844 3.418
*
```

Properties
Electronic energy in a.u.: -1991.05321
LUMO energy in eV: -4.67

***

This record from the OMol25 dataset describes a structure of composition C14H32AlBrNO4 at a distorted geometry. The level of theory is ωB97M-V with the def2-TZVPD basis set.

Structure (ORCA input):
```
! RIJCOSX wB97M-V def2-TZVPD def2/J DEFGRID3
* xyz -1 1
C 1.592 -0.631 2.145
C 1.249 0.482 3.264
C -0.310 0.454 3.615
C -1.125 1.747 3.169
C -0.900 2.188 1.649
Al -3.120 1.292 3.491
Br -4.269 3.087 4.642
C -4.076 0.692 1.760
O -4.645 -0.668 1.839
C -3.668 -1.617 2.167
C -3.935 -2.556 3.412
O -2.655 -1.720 1.467
H 0.692 -0.899 1.513
H 1.915 -1.585 2.679
H 2.479 -0.263 1.550
H 1.665 1.502 3.017
H 1.803 0.131 4.203
H -0.786 -0.452 3.132
H -0.390 0.368 4.751
H -0.814 2.627 3.818
H 0.017 2.864 1.534
H -0.869 1.335 0.907
H -1.798 2.840 1.365
H -3.200 0.022 4.483
H -4.957 1.369 1.508
H -3.314 0.786 0.925
H -3.475 -3.562 3.169
H -3.451 -2.183 4.362
H -5.042 -2.681 3.646
C 4.575 0.397 -4.082
O 3.692 -0.649 -4.451
C 3.550 -1.645 -3.436
C 2.133 -1.630 -2.871
N 1.898 -0.429 -2.070
C 0.496 -0.238 -1.695
C -0.504 0.032 -2.826
O -0.308 1.278 -3.486
C 0.623 1.242 -4.553
H 4.712 1.045 -4.949
H 4.151 0.996 -3.270
H 5.550 0.001 -3.784
H 4.298 -1.537 -2.645
H 3.720 -2.612 -3.921
H 1.987 -2.514 -2.242
H 1.436 -1.685 -3.715
H 2.201 0.382 -2.599
H 0.471 0.619 -1.015
H 0.160 -1.105 -1.117
H -1.496 0.094 -2.369
H -0.558 -0.790 -3.549
H 0.640 0.274 -5.062
H 1.623 1.499 -4.194
H 0.335 2.007 -5.279
*
```

Properties
Electronic energy in a.u.: -3724.81806
LUMO energy in eV: 2.43

***

This record from the OMol25 dataset describes a structure of composition C29H39AgBCl2N7O2S2. The level of theory is ωB97M-V with the def2-TZVPD basis set.

Structure (ORCA input):
```
! RIJCOSX wB97M-V def2-TZVPD def2/J DEFGRID3
* xyz -2 1
Ag 0.046 0.104 0.288
C 3.297 0.169 -2.790
C 3.047 -0.557 -1.468
C 3.982 -1.757 -1.318
C 3.207 0.384 -0.313
C 4.373 1.060 0.094
C 3.969 1.834 1.158
N 2.659 1.625 1.369
N 2.191 0.732 0.468
B 1.773 2.410 2.361
N 1.140 1.466 3.406
C 1.371 1.504 4.730
C 0.729 0.431 5.310
C 0.115 -0.227 4.228
N 0.368 0.410 3.092
C -0.654 -1.518 4.254
C 0.249 -2.677 3.820
C -1.898 -1.447 3.374
N 0.770 3.292 1.593
C 0.663 4.629 1.726
C -0.179 5.092 0.744
C -0.549 3.935 0.022
N 0.019 2.861 0.553
C -1.399 3.898 -1.221
C -1.839 2.495 -1.614
C -0.653 4.560 -2.384
H 3.128 -0.507 -3.631
H 4.332 0.527 -2.837
H 2.619 1.011 -2.916
H 2.009 -0.906 -1.462
H 5.027 -1.436 -1.380
H 3.803 -2.484 -2.113
H 3.833 -2.256 -0.360
H 5.356 0.998 -0.341
H 4.510 2.531 1.776
H 2.498 3.159 2.979
H 1.979 2.286 5.156
H 0.705 0.156 6.353
H -0.960 -1.685 5.294
H 0.619 -2.510 2.806
H -0.296 -3.626 3.829
H 1.115 -2.768 4.478
H -1.612 -1.231 2.345
H -2.572 -0.653 3.703
H -2.441 -2.395 3.391
H 1.212 5.146 2.496
H -0.473 6.112 0.552
H -2.294 4.498 -1.005
H -0.985 1.862 -1.864
H -2.475 2.537 -2.501
H -2.392 2.011 -0.812
H 0.208 3.952 -2.669
H -0.302 5.562 -2.121
H -1.301 4.635 -3.260
Cl -1.957 0.163 -6.079
C -0.232 -0.210 -5.765
Cl 0.665 -0.226 -7.316
C 0.346 0.794 -4.694
O 0.833 1.847 -5.115
O 0.192 0.342 -3.546
H -0.208 -1.223 -5.381
C -4.263 -1.545 -1.586
C -3.050 -1.743 -2.239
C -1.860 -1.325 -1.652
C -1.810 -0.701 -0.389
C -3.055 -0.506 0.224
C -4.259 -0.910 -0.350
H -5.194 -1.859 -2.044
H -3.033 -2.202 -3.223
H -0.944 -1.456 -2.216
H -3.103 -0.006 1.188
H -5.195 -0.724 0.169
S 1.738 -4.127 0.442
C 0.110 -4.385 0.406
N -0.847 -3.480 0.554
C -2.231 -3.914 0.521
C -2.238 -5.228 -0.246
S -0.626 -5.983 0.133
H -0.630 -2.477 0.516
H -2.835 -3.155 0.031
H -2.601 -4.057 1.542
H -2.314 -5.053 -1.322
H -3.043 -5.886 0.073
*
```

Properties
Electronic energy in a.u.: -3551.01018
LUMO energy in eV: 3.86

***

This record from the OMol25 dataset describes a structure of composition C10H25IrN7OS2 at a distorted geometry. The level of theory is ωB97M-V with the def2-TZVPD basis set.

Structure (ORCA input):
```
! RIJCOSX wB97M-V def2-TZVPD def2/J DEFGRID3
* xyz 3 1
Ir -1.088 0.006 -1.041
N -1.773 1.151 0.579
C -1.883 0.328 1.826
C -2.612 -0.925 1.427
N -1.797 -1.581 0.343
H -1.132 1.930 0.727
H -2.684 1.555 0.363
H -2.360 0.890 2.627
H -0.870 0.085 2.145
H -3.586 -0.672 1.004
H -2.777 -1.607 2.260
H -2.355 -2.320 -0.077
H -1.002 -2.066 0.760
N 0.275 -0.359 -2.767
N 0.208 0.554 -3.835
C -0.425 1.724 -3.675
N -0.366 2.636 -4.619
S -1.354 1.980 -2.257
H 1.202 -0.311 -2.344
H 0.108 -1.302 -3.118
H 0.820 0.383 -4.624
H 0.182 2.520 -5.461
H -0.859 3.512 -4.515
C 2.812 -1.552 0.116
S 1.339 -1.012 0.960
O 0.754 0.082 0.006
C 1.977 -0.124 2.335
C 2.125 -0.849 3.515
C 2.732 -0.225 4.595
C 3.148 1.095 4.490
C 2.988 1.802 3.301
C 2.395 1.198 2.206
H 3.432 -0.682 -0.102
H 2.524 -2.096 -0.782
H 3.335 -2.226 0.797
H 1.778 -1.873 3.595
H 2.870 -0.768 5.520
H 3.587 1.586 5.348
H 3.343 2.821 3.227
H 2.264 1.736 1.276
N -2.380 -1.647 -3.077
N -2.754 -0.576 -2.168
H -3.013 -1.631 -3.874
H -2.515 -2.538 -2.607
H -3.585 -0.834 -1.633
H -3.027 0.200 -2.774
*
```

Properties
Electronic energy in a.u.: -1754.31930
LUMO energy in eV: -9.32

***

This record from the OMol25 dataset describes the molecule C15H12F3NO3. The level of theory is ωB97M-V with the def2-TZVPD basis set.

Structure (ORCA input):
```
! RIJCOSX wB97M-V def2-TZVPD def2/J DEFGRID3
* xyz 0 1
C -4.463 2.634 -0.649
C -3.290 2.500 -1.609
O -2.194 1.810 -1.005
C -2.274 0.464 -0.982
O -3.177 -0.160 -1.465
C -1.081 -0.118 -0.314
C 0.109 0.530 -0.386
N 1.265 0.082 0.153
C 2.484 0.789 -0.135
C 2.734 1.267 -1.534
C 3.524 0.121 -0.987
C 1.254 -1.060 0.927
C 2.375 -1.511 1.645
F 3.526 -0.814 1.670
C 2.335 -2.677 2.390
F 3.427 -3.066 3.055
C 1.158 -3.427 2.451
F 1.133 -4.555 3.169
C 0.038 -2.987 1.788
C 0.071 -1.815 1.036
C -1.198 -1.395 0.383
O -2.209 -2.057 0.479
H -4.148 3.135 0.263
H -4.848 1.648 -0.398
H -5.254 3.211 -1.119
H -3.598 1.956 -2.508
H -2.889 3.478 -1.883
H 0.179 1.470 -0.913
H 2.823 1.413 0.684
H 3.218 2.223 -1.659
H 1.999 1.048 -2.294
H 4.560 0.264 -0.726
H 3.301 -0.866 -1.363
H -0.890 -3.536 1.837
*
```

Properties
SMILES: CCOC(=O)c1cn(C2CC2)c2c(F)c(F)c(F)cc2c1=O
Electronic energy in a.u.: -1158.84711
LUMO energy in eV: 0.10

***

This record from the OMol25 dataset describes the molecule C7H10 at a distorted geometry. The level of theory is ωB97M-V with the def2-TZVPD basis set.

Structure (ORCA input):
```
! RIJCOSX wB97M-V def2-TZVPD def2/J DEFGRID3
* xyz 0 1
C 2.297 -0.275 1.158
C 1.383 -0.635 0.267
C 0.132 0.096 -0.043
C -0.555 -0.237 -1.327
C -0.727 -1.459 -1.795
C -0.458 0.897 0.856
C -1.834 1.463 0.720
H 2.332 0.636 1.726
H 3.174 -0.863 1.403
H 1.588 -1.483 -0.367
H -0.939 0.643 -1.816
H -1.160 -1.621 -2.776
H -0.474 -2.413 -1.341
H 0.064 1.228 1.750
H -2.384 1.114 -0.139
H -2.450 1.267 1.597
H -1.794 2.553 0.633
*
```

Properties
SMILES: C=CC(C=C)=CC
Electronic energy in a.u.: -272.64601
LUMO energy in eV: 0.93